(1)
DFT (wB97M-V/def2-TZVPD) results for a 2-piece molecular cluster, C11H19P overall.

```
31
Properties=species:S:1:pos:R:3:forces:R:3:mulliken_charge:R:1
C -0.77205 -0.32031 2.74473 -0.08 0.00 0.53 -0.680
C -2.64329 0.05488 -0.21687 -0.11 0.16 0.14 -0.400
C -1.01665 -0.43453 1.47942 0.61 0.09 -0.44 -0.326
C -1.76475 -0.79849 0.38030 -0.09 -0.07 -0.08 1.144
C 1.44005 -0.10861 0.16591 -0.23 -0.43 0.28 -0.216
C -3.41216 -0.29136 -1.44389 0.11 -0.04 -0.04 -1.259
C -1.49604 -2.17018 -0.18236 -0.03 -0.01 0.01 -1.612
C 0.58223 1.75602 -1.17999 0.20 -0.01 -0.02 -1.283
C 1.32414 2.13387 1.19331 0.14 -0.03 -0.08 -1.481
C 3.75181 -1.38552 -0.69927 -0.57 0.06 0.21 -0.974
C 1.56608 1.32451 -0.08505 -0.19 0.40 0.00 1.062
P 2.03690 -1.61792 0.10409 0.39 0.05 -0.13 -0.289
H 0.16908 0.01634 3.14563 0.26 0.13 -0.04 0.267
H -1.52395 -0.57277 3.48889 -0.14 -0.07 -0.02 0.272
H -2.78702 1.03864 0.21072 0.05 0.03 0.07 0.497
H -3.97172 -1.21869 -1.31028 -0.06 -0.05 -0.08 0.322
H -4.11138 0.49823 -1.70562 -0.03 0.00 -0.06 0.363
H -2.72783 -0.44650 -2.28483 -0.10 -0.01 -0.09 0.259
H -2.43079 -2.70432 -0.34336 -0.06 -0.08 -0.04 0.464
H -0.97650 -2.08892 -1.13668 0.03 -0.06 -0.08 0.303
H -0.86874 -2.74083 0.49767 -0.01 -0.06 -0.05 0.385
H 0.77087 1.20671 -2.10016 -0.03 -0.02 -0.08 0.348
H 0.68842 2.82102 -1.37998 0.00 0.09 -0.03 0.437
H -0.43704 1.55846 -0.86121 -0.12 -0.03 0.02 0.138
H 1.48182 3.19397 1.00148 0.01 0.09 -0.01 0.454
H 0.30339 1.98635 1.53670 -0.08 0.01 0.04 0.246
H 2.00611 1.81797 1.98059 0.02 0.01 0.09 0.324
H 4.47903 -1.99113 -0.16451 0.04 -0.06 0.05 0.320
H 3.70349 -1.72306 -1.73276 0.02 -0.03 -0.05 0.282
H 4.04842 -0.34147 -0.66774 0.10 0.05 -0.04 0.294
H 2.58807 1.54765 -0.43487 -0.03 -0.13 0.01 0.338
```
Positions in Å, forces in eV/Å.

The HOMO energy (spin up / spin down) is -7.107 / -7.630 eV. As for the energy above the lowest of the compared OMol25 structures with the same formula, charge and spin: 213.8 kJ/mol. As for the HOMO-LUMO gap (spin up / spin down): 7.23 / 7.85 eV. The LUMO energy (spin up / spin down) is 0.12 / 0.22 eV.



(2)
DFT (wB97M-V/def2-TZVPD) results for an isolated ion of composition C11H21Cl2FN2O2PS2 and charge +1 at a distorted geometry.

```
42
Properties=species:S:1:pos:R:3:forces:R:3:mulliken_charge:R:1
C -0.56948 -1.85691 4.65299 0.23 1.00 -0.41 -0.954
C 0.32501 -0.61701 4.14382 0.03 -0.04 -0.29 -0.206
S -0.86709 0.75712 3.69246 1.22 0.29 -0.44 -0.094
C 0.13415 1.88288 2.56665 0.54 -0.22 -0.08 -1.001
C -0.12830 1.50233 1.00346 -4.58 -0.17 1.13 -0.145
N -1.34367 2.32022 0.70547 0.69 -0.15 -1.07 -0.489
N 1.03703 1.54674 0.06248 1.98 -1.06 0.63 -0.211
C 0.77461 0.77537 -1.22560 -0.13 -0.76 -0.38 0.499
C 2.14426 0.26834 -1.89324 0.35 -1.17 -1.15 -1.012
C 2.63975 -1.15987 -1.39251 1.46 -2.15 2.74 0.327
O 2.96932 -1.46207 -0.24000 -1.62 1.74 -4.34 -0.446
F 2.74738 -2.20472 -2.37558 -0.49 2.94 1.70 -0.248
P 0.12666 2.00564 -2.55935 0.07 2.61 -0.22 0.143
S 0.03100 3.85364 -1.87709 0.02 -1.11 -0.07 -0.284
C -0.26615 -0.31227 -0.61164 -1.81 -0.67 1.27 -0.147
C -1.72852 -0.44740 -1.30401 -0.28 -0.99 0.14 -0.475
Cl -2.85628 -1.04314 0.06023 0.78 1.20 -0.71 -0.107
C -1.80055 -1.55003 -2.50744 0.20 1.13 -0.84 0.131
C -0.38664 -2.17365 -2.92459 -0.77 -1.23 0.75 -0.954
Cl -3.04786 -2.84099 -2.08266 1.40 0.41 -1.39 -0.153
O -0.63305 0.13826 0.75479 3.69 0.98 -0.45 -0.313
H -1.19585 -2.22828 3.76943 0.97 0.36 1.33 0.254
H -1.29702 -1.47437 5.46575 1.32 -0.82 -1.16 0.295
H 0.14413 -2.65713 5.03791 -1.22 0.98 -0.41 0.327
H 0.91957 -0.84409 3.19014 -0.83 0.02 1.46 0.124
H 1.02672 -0.20048 4.94019 -0.96 -0.76 -1.01 0.346
H -0.28768 2.93710 2.76676 0.75 -1.74 -0.71 0.389
H 1.24689 1.89675 2.82655 -1.44 -0.24 -0.23 0.410
H -1.63860 2.19289 -0.28604 0.41 0.33 0.92 0.268
H -2.10143 1.83210 1.23227 0.88 0.45 -0.19 0.431
H 1.62605 2.39945 0.00762 -1.11 0.25 -0.44 0.522
H 1.69993 0.87861 0.53148 -0.46 0.44 -0.04 0.589
H 1.97423 0.16978 -3.03245 0.27 0.08 1.91 0.571
H 3.01095 1.02964 -1.79836 -1.41 -1.22 0.15 0.453
H -1.09882 1.57738 -3.16869 0.76 -0.44 0.33 0.147
H 1.10093 2.06042 -3.63490 -0.68 -0.93 0.69 0.183
H 0.13605 -1.36831 -0.36675 -0.22 1.77 -1.14 0.372
H -2.18533 0.55268 -1.63095 0.83 -1.52 0.52 0.322
H -2.21164 -0.99630 -3.43378 0.46 -0.99 1.52 0.296
H -0.59283 -2.95349 -3.73741 0.43 1.28 1.05 0.447
H 0.03969 -2.76798 -2.03036 -0.53 0.97 -1.47 0.225
H 0.38250 -1.41888 -3.29705 -1.22 -0.85 0.45 0.170
```
Positions in Å, forces in eV/Å.

The HOMO energy is -11.804 eV. As for the energy above the lowest of the compared OMol25 structures with the same formula, charge and spin: 397.6 kJ/mol. As for the HOMO-LUMO gap: 8.24 eV. The LUMO energy is -3.56 eV. As for the structure (SMILES): CCSC[C@@]1(N)[NH2+][C@](CC(=O)F)([PH2]=S)[C@H]([C@H](Cl)[C@@H](C)Cl)O1. Its net charge is +1.



(3)
DFT (wB97M-V/def2-TZVPD) results for C18H28F6N3O9S4 as an isolated structure at a distorted geometry.

```
68
Properties=species:S:1:pos:R:3:forces:R:3:mulliken_charge:R:1
C -1.62319 -0.64145 -3.71232 0.68 0.04 -0.28 -1.579
C -0.99723 -1.82728 -2.98118 -0.18 -0.59 -0.84 1.717
C -0.86877 -2.98692 -4.01467 -0.63 0.43 0.60 -1.709
C -1.84465 -2.34287 -1.81806 0.19 0.34 -0.23 -1.979
C -1.98162 -1.41285 -0.62319 0.50 -0.92 -0.30 0.732
F -2.95873 -0.49285 -0.95237 -0.01 0.36 -0.08 -0.412
O -2.48646 -2.19803 0.44438 -0.35 0.78 0.02 -0.540
S -3.01252 -1.34289 1.72652 -0.73 -0.33 2.23 1.690
O -4.42555 -1.17429 1.66524 -0.33 0.45 -1.18 -0.784
O -2.59526 -2.08818 2.87118 0.97 -0.40 -0.17 -0.738
C -2.18472 0.26121 1.76621 0.14 -0.25 -0.97 -1.573
C -1.06997 0.51775 0.71549 -0.36 -0.09 0.04 0.133
C -1.38506 1.76401 -0.10275 0.01 0.81 0.21 -1.505
C -0.26450 2.14012 -1.05583 0.30 -0.61 0.32 -0.394
O -0.10431 3.55035 -1.17555 -0.31 -0.44 -0.54 -0.471
C 0.35493 3.90752 -2.44882 -0.06 0.64 0.70 -0.568
C 1.80053 3.51836 -2.71633 -0.01 0.69 -0.94 0.924
F 2.23865 4.28783 -3.75696 -0.02 -0.22 0.14 -0.322
F 1.95710 2.24319 -3.12313 0.09 -0.11 0.37 -0.255
F 2.60647 3.76517 -1.69067 -0.09 -0.36 0.07 -0.249
C -0.71565 -0.72177 -0.12927 0.15 0.34 1.06 0.712
C 0.18649 -1.62610 0.75202 0.09 0.21 -1.16 -1.429
C 0.89977 -2.71797 -0.05682 0.31 0.10 1.34 0.387
C 2.17387 -3.20364 0.67917 -0.41 0.26 -0.83 -1.152
C 3.43961 -2.52052 0.16235 0.04 0.04 0.35 -0.745
S 3.68872 -0.89075 0.94957 -0.28 -0.05 0.15 -0.165
C 4.45792 0.02964 -0.29558 0.56 0.23 -0.22 0.617
N 5.18155 1.07936 -0.10683 -0.09 -0.02 0.86 -0.404
N 5.54838 1.53316 -1.34071 0.36 0.55 -0.81 -0.390
C 5.05165 0.73337 -2.21148 0.21 0.43 1.10 -0.047
O 4.35089 -0.25297 -1.60778 -0.76 -0.88 -0.77 -0.217
H -2.63952 -0.86978 -4.02483 -0.22 0.10 0.24 0.382
H -1.05677 -0.49324 -4.63420 0.04 0.11 -0.07 0.533
H -1.56647 0.29773 -3.16924 -0.32 0.00 0.19 0.039
H 0.01862 -1.57204 -2.69122 0.00 0.10 0.35 -0.155
H 0.09914 -2.99668 -4.50320 0.06 -0.05 -0.14 0.373
H -1.06898 -3.93287 -3.51858 0.33 -0.26 -0.08 0.432
H -1.66456 -2.86049 -4.74783 0.10 -0.12 -0.26 0.376
H -1.47199 -3.31576 -1.51610 0.07 0.00 0.32 0.339
H -2.85208 -2.49461 -2.20841 -0.15 -0.11 0.13 0.723
H -1.80953 0.35631 2.77938 -0.03 -0.20 0.19 0.312
H -2.98378 0.98573 1.65185 -0.20 -0.04 -0.06 0.679
H -0.17390 0.74975 1.28695 0.12 0.08 0.02 1.069
H -1.49154 2.59236 0.60112 0.04 0.06 0.08 0.577
H -2.33410 1.70768 -0.63048 -0.04 -0.17 -0.03 0.224
H -0.43502 1.67533 -2.02888 -0.04 0.20 -0.23 0.193
H 0.67821 1.70992 -0.69411 0.09 0.08 0.08 0.324
H 0.34008 4.99463 -2.48183 0.07 0.10 0.02 0.388
H -0.29819 3.55993 -3.25044 0.12 -0.32 -0.12 0.357
H -0.07155 -0.39099 -0.93874 -0.22 0.02 -0.38 0.818
H 0.96139 -0.95070 1.10570 0.02 0.03 0.23 0.274
H -0.34440 -2.02126 1.61327 0.01 -0.12 0.06 0.249
H 1.23165 -2.30232 -1.00521 -0.27 -0.14 -0.33 -0.254
H 0.23586 -3.56753 -0.18732 -0.06 -0.04 -0.35 0.269
H 2.28788 -4.26186 0.45493 0.14 -0.18 0.29 0.448
H 2.06228 -3.05938 1.75247 0.05 -0.21 0.13 0.418
H 4.29038 -3.14344 0.41823 0.27 0.06 -0.16 0.490
H 3.38312 -2.36014 -0.90969 0.09 -0.16 -0.08 0.450
H 5.14480 0.81015 -3.27344 -0.14 -0.30 -0.25 0.437
N -2.38522 2.22786 6.87622 0.51 0.09 -0.10 -0.439
S -1.72214 1.17939 5.89676 -0.43 -1.31 -0.58 1.156
O -0.61497 0.44728 6.41756 0.21 0.25 0.17 -0.615
O -1.66257 1.56079 4.51532 0.02 0.35 0.02 -0.528
F -2.88603 0.10007 5.90689 -0.18 0.36 0.19 -0.275
S -1.48159 3.48029 7.18914 0.61 0.73 0.63 1.120
O -1.97155 4.22224 8.30369 -0.59 -0.21 -0.03 -0.636
O -1.01668 4.22105 6.06056 -0.11 -0.20 -0.27 -0.568
F -0.14861 2.82491 7.77188 -0.01 -0.04 -0.05 -0.268
```
Positions in Å, forces in eV/Å.

The HOMO energy is -6.706 eV. As for the HOMO-LUMO gap: 8.40 eV. The LUMO energy is 1.69 eV. Its net charge is -1.



(4)
DFT (wB97M-V/def2-TZVPD) results for a 2-piece molecular cluster, C2H6I2N2 overall at a distorted geometry.

```
12
Properties=species:S:1:pos:R:3:forces:R:3:mulliken_charge:R:1
C 0.15738 -0.10200 1.21469 0.45 2.66 0.49 -0.924
C -0.48465 0.70541 -1.10670 -0.29 2.26 2.07 -0.575
N 0.50589 0.21085 -0.13649 4.67 -1.69 -2.27 0.650
N 1.61302 -0.13424 -0.71041 -3.75 1.73 0.07 -0.640
I 3.06312 -1.16489 0.07639 0.63 -0.55 1.05 0.343
I -3.00666 -1.69231 0.09264 0.30 0.14 0.02 -0.743
H -0.09299 -1.12399 1.23426 -0.88 -1.35 0.33 0.386
H 0.94448 0.19211 1.94364 -0.21 -0.39 -0.72 0.368
H -0.65294 0.60519 1.29353 -0.86 -0.60 1.16 0.419
H -0.40196 1.82429 -1.19894 -0.05 -0.99 0.31 0.268
H -0.17137 0.26295 -1.97858 0.02 -0.91 -2.22 0.328
H -1.47331 0.41664 -0.72403 -0.04 -0.33 -0.29 0.121
```
Positions in Å, forces in eV/Å.

The HOMO energy (spin up / spin down) is -6.903 / -6.903 eV. As for the energy above the lowest of the compared OMol25 structures with the same formula, charge and spin: 66.7 kJ/mol. As for the HOMO-LUMO gap (spin up / spin down): 4.17 / 4.17 eV. The LUMO energy (spin up / spin down) is -2.73 / -2.73 eV.



(5)
DFT (wB97M-V/def2-TZVPD) results for a 2-piece molecular cluster, C2H3ClNOP overall at a distorted geometry.

```
9
Properties=species:S:1:pos:R:3:forces:R:3:mulliken_charge:R:1
C 1.48302 1.00503 -0.76777 0.28 -0.25 -0.22 0.315
C -0.73863 -0.50997 1.38717 2.76 -2.40 -4.94 -0.911
N 2.51274 1.33994 -0.40898 1.06 0.48 0.29 -0.249
O -1.06923 1.15970 -1.69624 -0.36 1.20 -0.17 -0.524
P -0.09960 0.34605 -0.98835 -2.60 -2.72 2.37 0.526
Cl 0.05027 -1.40658 -2.04711 0.62 0.31 0.53 -0.200
H 0.05992 -1.26674 1.40355 -0.28 0.40 0.19 0.315
H -0.54418 0.29996 1.94164 0.07 2.94 2.03 0.386
H -1.65430 -0.96738 1.17610 -1.54 0.04 -0.07 0.341
```
Positions in Å, forces in eV/Å.

The HOMO energy (spin up / spin down) is -10.064 / -10.065 eV. As for the energy above the lowest of the compared OMol25 structures with the same formula, charge and spin: 245.6 kJ/mol. As for the HOMO-LUMO gap (spin up / spin down): 8.83 / 8.83 eV. The LUMO energy (spin up / spin down) is -1.23 / -1.23 eV.



(6)
DFT (wB97M-V/def2-TZVPD) results for an isolated molecule of C7H16NOP at a distorted geometry.

```
26
Properties=species:S:1:pos:R:3:forces:R:3:mulliken_charge:R:1
C -1.02237 0.45558 -2.56990 -0.36 2.07 0.21 -0.967
N -0.75460 0.72684 -1.14230 -1.26 0.48 0.29 0.232
C -1.62248 1.86452 -0.65264 2.34 -1.46 0.60 -0.782
C -1.06381 2.27543 0.71282 -0.14 -0.52 -1.04 -0.415
O 0.34150 2.04095 0.66450 -0.44 0.18 0.11 -0.218
P 0.79273 0.91316 -0.42524 0.71 -1.53 -0.53 -0.351
C 0.98523 -0.67173 0.72499 -3.45 2.67 0.72 1.594
C 1.71074 -1.70412 0.02615 1.68 -1.88 1.75 -1.674
C 1.73560 -0.03191 1.83500 -0.04 1.96 0.61 -1.752
C -0.43486 -1.16482 1.09219 1.80 -1.07 3.38 -1.584
H -2.01088 -0.06538 -2.79924 1.51 0.40 0.55 0.240
H -1.04474 1.47252 -3.06014 -0.46 -0.77 0.05 0.312
H -0.15180 0.04692 -3.03547 0.29 -1.08 -0.21 0.409
H -2.58262 1.45001 -0.50731 -1.48 0.24 -0.43 0.364
H -1.44191 2.64811 -1.36579 -0.86 0.68 -0.40 0.488
H -1.19172 3.31752 0.85649 -0.18 1.08 0.24 0.365
H -1.59672 1.76197 1.50355 0.32 -0.41 0.39 0.216
H 2.77166 -1.62761 0.17628 0.79 0.50 -0.10 0.428
H 1.52031 -2.66164 0.55584 -0.31 0.08 -1.00 0.361
H 1.56265 -1.65818 -0.99840 -0.60 -0.74 -2.11 0.392
H 1.16283 0.72177 2.45583 0.25 -0.84 -0.96 0.264
H 2.48288 0.59828 1.25863 0.31 -0.88 1.53 0.463
H 2.04495 -0.75482 2.56962 1.11 -0.35 0.07 0.456
H -0.99582 -0.43861 1.68432 -0.03 0.04 -0.27 0.246
H -0.86847 -1.36408 0.19561 -1.92 -0.60 -2.42 0.530
H -0.46228 -2.16437 1.71538 0.42 1.76 -1.04 0.385
```
Positions in Å, forces in eV/Å.

The HOMO energy is -7.616 eV. As for the energy above the lowest of the compared OMol25 structures with the same formula, charge and spin: 201.5 kJ/mol. As for the HOMO-LUMO gap: 8.50 eV. The LUMO energy is 0.88 eV. As for the structure (SMILES): CN1CCOP1C(C)(C)C.



What is the formula in the first record? C11H19P